Record 1
# C7H7Cl2NO

C7H7Cl2NO as an isolated structure in a non-equilibrium geometry (ωB97M-V/def2-TZVPD, the Open Molecules 2025 dataset).

Positions of all 18 atoms, in Å:
H1 0.11688 -1.26642 2.82602
H2 -0.11797 1.18323 -2.06274
H3 0.96809 3.49285 -0.37896
Cl1 -1.49970 2.28305 1.14413
H4 0.30244 0.39471 2.45726
C1 -0.04169 -2.06010 0.13715
N1 0.11969 -0.57385 2.13261
O1 0.42102 2.71775 -0.54776
C2 -0.24110 -2.13018 -1.21015
H5 -0.68765 -1.08459 -2.99597
C3 -0.26298 -1.02574 -2.04108
H6 0.00675 -3.04507 0.62943
C4 0.01720 -0.81321 0.75876
C5 0.05877 2.06800 0.57673
C6 -0.09082 0.24375 -1.47479
Cl2 1.17675 2.42732 1.90556
H7 -0.35672 -3.05909 -1.69714
C7 0.11104 0.24758 -0.15906

Computed properties:
HOMO level	-8.0	eV
relative energy (zero: lowest compared OMol25 entry of this formula, charge and spin)	1.799	eV
LUMO level	0.022	hartree
E	-1321.2524	hartree

***

Record 2
# C21H16BrN4O5V

C21H16BrN4O5V as an isolated structure in a non-equilibrium geometry (ωB97M-V/def2-TZVPD, the Open Molecules 2025 dataset).

Positions of all 48 atoms, in Å:
H1 2.11212 -0.44271 -2.09961
C1 4.65194 0.50407 2.95829
H2 3.69206 -1.21096 -1.91251
C2 -1.09401 2.65675 -0.16596
C3 1.08025 2.59915 -0.38719
O1 5.80707 0.64085 2.65524
C4 -5.17997 1.65165 0.33634
C5 1.29047 -4.23920 -0.19322
Br1 0.11184 -6.64645 -1.11864
O2 1.47985 0.37492 4.00022
H3 2.17258 -4.84742 -0.04869
H4 -3.25327 4.35954 -0.21419
H5 -4.46458 -0.36561 0.56992
H6 2.07331 2.19761 -0.42646
C6 -1.00820 -2.71447 -0.53169
C7 -1.02323 -4.06260 -0.85892
C8 1.24970 0.18705 2.82972
V1 -0.19302 -0.21738 0.48928
C9 0.71115 3.88590 -0.55415
N1 -0.04232 1.82151 -0.14102
H7 -1.23816 4.71893 -0.47361
C10 -4.82482 2.98087 0.11733
H8 -1.92352 -4.52432 -1.23966
N2 -0.65227 3.90387 -0.41127
N3 1.92983 -0.03593 0.49374
C11 3.03404 -0.07988 -0.23357
C12 -2.87472 1.01929 0.23773
H9 2.21489 -2.47527 0.52197
C13 -3.49992 3.31962 -0.04154
H10 -5.58640 3.74613 0.07190
O3 4.17830 0.60933 4.17876
C14 0.12530 -4.81510 -0.68745
H11 3.20291 0.47792 4.23078
H12 3.59395 0.52696 -2.20317
C15 1.30385 -2.89301 0.11661
C16 3.65649 0.28641 1.86876
H13 1.28410 4.77264 -0.75449
H14 -1.91892 -2.14659 -0.66456
O4 0.05400 -0.04703 2.32072
H15 -6.22098 1.38826 0.46387
C17 3.11420 -0.31159 -1.69766
C18 -2.49949 2.34277 0.01880
N4 4.09043 0.12798 0.57807
C19 0.15904 -2.10218 -0.04584
O5 -1.93569 0.07524 0.27157
C20 -4.21233 0.67090 0.39299
H16 5.07315 0.15130 0.33439
C21 2.30451 0.17619 1.79829

Computed properties:
multiplicity	2
HOMO level (spin up / spin down)	-11.8 / -11.9	eV
relative energy (zero: lowest compared OMol25 entry of this formula, charge and spin)	0.072	eV
LUMO level (spin up / spin down)	-0.173 / -0.152	hartree
total charge	+1
<S²>	0.768
E	-4923.0208	hartree

***

Record 3
# C57H42F3NO2P3RhSeSi

C57H42F3NO2P3RhSeSi as an isolated structure in a non-equilibrium geometry (ωB97M-V/def2-TZVPD, the Open Molecules 2025 dataset).

Positions of all 111 atoms, in Å:
C1 8.63984 16.04455 9.68870
H1 11.31296 8.77791 8.51450
C2 15.39254 11.43777 14.19077
C3 9.67653 15.55002 10.50084
H2 15.47504 16.65325 9.82263
C4 14.38163 15.22484 17.27178
H3 9.05215 6.56662 14.86016
H4 15.50828 8.21446 13.14167
C5 11.98598 15.51578 17.27386
C6 15.26749 14.30752 12.24335
H5 8.12290 7.68265 12.84651
C7 10.45211 17.87286 13.94282
C8 10.60148 7.97839 15.11458
H6 8.27815 13.62025 20.75121
C9 13.74422 16.29240 11.03714
C10 10.06435 12.49107 20.56872
N1 9.37662 12.75628 12.16093
C11 6.77700 10.62393 16.19622
O1 8.74046 15.54642 14.20614
Rh1 10.82742 13.32392 13.48875
C12 10.49292 16.42468 11.24459
H7 15.99394 12.22006 14.65196
C13 15.12152 9.19141 13.34590
P1 10.14856 13.72072 16.07028
H8 13.64225 16.68365 14.34669
C14 13.81036 9.50755 12.91884
C15 12.87832 18.47561 15.19149
C16 8.98497 8.10658 13.34650
C17 14.25739 14.35794 16.19299
O2 9.00451 14.97466 16.34919
H9 5.67426 11.90242 14.90496
H10 15.32144 15.39067 17.74870
C18 8.03437 10.30513 16.68628
C19 15.07489 16.05144 10.63301
F1 6.22082 16.60272 15.20641
C20 10.06742 13.29419 17.84227
H11 13.81150 18.71703 15.66910
C21 9.12789 11.11228 16.39882
H12 11.10963 15.90220 17.76922
H13 15.88991 13.57175 12.76420
F2 6.90304 16.24139 17.29302
C22 11.86843 12.16798 10.23616
C23 7.72145 12.56092 15.06130
C24 10.69874 9.81802 13.51576
C25 13.00197 14.07345 15.65655
C26 11.77386 19.28320 15.38828
P2 11.44678 15.66208 12.58418
C27 11.55550 17.03583 13.75689
C28 11.83475 14.52378 16.31438
H14 11.01803 7.47746 15.99880
C29 9.06158 13.30550 20.09420
H15 8.20372 9.38343 17.25005
H16 9.82785 14.47998 10.57546
H17 9.12164 9.85521 12.04319
C30 11.17260 9.16457 14.66589
H18 13.34996 16.65180 18.44648
H19 11.80797 20.12428 16.04935
C31 13.25422 15.85020 17.72334
H20 9.58965 19.30691 9.66800
P3 11.61852 11.23229 12.85367
C32 13.13888 15.45358 11.97750
C33 13.93116 14.47585 12.62151
C34 11.47243 9.80530 10.35474
C35 11.38368 10.92217 8.22105
H21 11.10618 10.96104 7.15590
F3 7.69052 17.91093 16.15519
C36 13.27214 10.75070 13.24645
H22 11.40498 8.86210 10.89991
C37 9.49784 7.45329 14.46065
C38 15.89027 10.14092 13.98253
C39 9.54960 9.30089 12.88481
C40 6.65693 11.71381 15.34645
C41 14.08257 11.75000 13.81535
H23 11.75940 13.03749 8.27096
H24 13.21196 8.75369 12.40111
H25 9.68044 19.57132 15.07532
H26 7.62960 13.37058 14.34849
H27 13.21331 17.09002 10.54952
C42 11.64402 11.05967 11.03771
C43 9.04575 13.68592 18.72955
C44 8.64155 12.27922 11.36578
H28 10.05134 12.07985 21.58052
H29 5.92052 10.00422 16.41628
C45 10.54781 18.93722 14.82258
H30 10.14462 10.83412 16.72666
C46 8.63330 17.39224 9.40644
C47 10.46632 17.80472 10.91255
C48 9.53352 18.25717 9.99164
C49 12.78291 17.32412 14.40962
C50 7.28065 16.61381 16.05541
H31 16.83458 14.83364 10.89338
H32 8.18816 14.25222 18.37808
H33 7.91256 17.77529 8.68374
C51 8.46848 15.67210 15.35244
H34 7.90329 15.38350 9.28972
C52 15.82280 15.06233 11.20106
Se1 7.46265 11.66302 10.16324
C53 11.14246 12.20076 19.73668
C54 11.68287 12.10989 8.84846
H35 15.17236 13.95705 15.73786
H36 11.99170 12.27142 17.75217
C55 11.15133 12.57668 18.39891
H37 12.03805 9.53424 15.18280
H38 16.92020 9.96618 14.23323
H39 11.99272 11.67474 20.11801
C56 8.95437 12.31589 15.68972
H40 9.49751 17.71254 13.43513
H41 12.20501 13.11649 10.69671
Si1 13.09116 13.34485 13.90563
C57 11.36374 9.75000 8.97551
H42 11.11253 18.59750 11.35688

Computed properties:
multiplicity	5
HOMO level (spin up / spin down)	-4.1 / -7.5	eV
relative energy (zero: lowest compared OMol25 entry of this formula, charge and spin)	0.000	eV
LUMO level (spin up / spin down)	-0.001 / -0.049	hartree
<S²>	6.021
E	-6527.5299	hartree

***

Record 4
# C20H15N5O12SW

C20H15N5O12SW as an isolated structure (ωB97M-V/def2-TZVPD, the Open Molecules 2025 dataset).

Positions of all 54 atoms, in Å:
C1 1.60467 -4.22486 3.22678
H1 2.77580 -1.98326 5.48146
O1 -2.98030 -3.05797 0.40114
H2 1.95813 2.46809 1.13256
C2 1.32626 -3.36744 2.15853
H3 0.20928 5.84940 -3.35358
C3 1.34455 4.49748 -0.47575
N1 -2.95184 -0.18146 -4.92739
C4 1.56915 -1.98926 2.30007
H4 0.71857 -3.21415 0.36564
O2 1.17927 -1.73736 -4.17189
N2 1.58692 0.19492 1.29716
C5 0.44338 2.77563 -1.92746
C6 -2.28891 -1.32290 1.86270
O3 -2.98000 2.51157 0.79237
H5 -2.10097 -2.16223 2.53774
H6 -3.28096 -0.91607 2.10417
H7 2.26936 -0.45530 3.58332
H8 1.81836 4.76254 0.46441
N3 -1.56478 -0.14711 -2.91266
C7 0.15077 3.77585 -2.87282
C8 1.05399 5.46840 -1.40686
O4 -1.96947 -1.34147 -0.54496
H9 -2.93663 -3.33293 -0.53035
C9 -2.14956 1.61816 0.64916
H10 -2.50743 1.14392 2.69328
C10 1.24021 -1.04474 1.21015
C11 -2.35867 -1.87941 0.46155
N4 1.05357 0.90521 0.22462
C12 -1.69334 0.98154 1.97986
O5 -0.03831 -2.06152 -2.06636
O6 0.19042 1.53219 -2.22574
O7 2.20894 -2.98672 -2.35322
N5 -2.69649 1.11846 -7.01582
O8 0.83418 -3.92626 1.04003
C13 2.09396 -1.51981 3.50270
H11 -0.82011 1.54490 2.31304
O9 1.73806 -0.59666 -2.06651
C14 2.37145 -2.37245 4.55544
H12 1.40998 -5.28115 3.08978
W1 -0.18221 -0.13759 -1.22939
H13 1.28802 6.50740 -1.20968
O10 -1.64291 1.26502 -0.46838
O11 0.55232 -1.49958 0.21918
O12 -1.28702 -0.37648 2.01407
C15 1.03805 3.14768 -0.70873
S1 1.33983 -1.90377 -2.75084
C16 -2.14768 -0.14284 -3.91503
C17 -2.74893 0.52429 -6.01803
H14 -0.31116 3.46641 -3.80147
C18 1.37304 2.16099 0.26972
C19 0.44819 5.09403 -2.61372
H15 2.32918 -4.41732 5.22560
C20 2.11981 -3.73401 4.41041

Computed properties:
HOMO level (spin up / spin down)	-1.2 / -1.2	eV
relative energy (zero: lowest compared OMol25 entry of this formula, charge and spin)	0.000	eV
LUMO level (spin up / spin down)	0.157 / 0.157	hartree
total charge	-2
E	-2413.3179	hartree